Model i:
{
  "formula": "C13H19N",
  "method": "the ωB97M-V functional and the def2-TZVPD basis",
  "lumo_energy_ev": 0.893,
  "multiplicity": 1,
  "homo_ev": -7.883,
  "gap_ev": 8.78,
  "elements": ["C", "C", "C", "N", "C", "C", "C", "C", "C", "C", "H", "H", "H", "H", "H", "H", "H", "H", "H", "C", "C", "C", "C", "H", "H", "H", "H", "H", "H", "H", "H", "H", "H"],
  "xyz": [[-1.51, -4.73, 0.04], [-0.99, -3.63, -0.86], [0.12, -3.65, -1.65], [0.31, -2.40, -2.24], [-0.74, -1.58, -1.86], [-1.04, -0.27, -2.16], [-2.19, 0.32, -1.64], [-2.98, -0.40, -0.75], [-2.68, -1.73, -0.41], [-1.55, -2.31, -0.95], [-0.77, -5.00, 0.78], [-2.01, -5.52, -0.51], [-2.34, -4.30, 0.62], [0.80, -4.47, -1.78], [0.73, -2.35, -3.16], [-0.41, 0.26, -2.87], [-2.48, 1.30, -1.96], [-3.87, 0.04, -0.32], [-3.38, -2.21, 0.25], [3.30, 3.50, 1.26], [1.86, 2.86, 1.20], [1.69, 1.69, 2.19], [0.83, 3.99, 1.34], [3.65, 3.67, 2.28], [3.21, 4.53, 0.91], [3.94, 2.82, 0.71], [1.84, 2.39, 0.21], [1.81, 2.12, 3.19], [0.69, 1.27, 2.11], [2.50, 0.99, 2.03], [-0.14, 3.76, 0.87], [0.64, 4.19, 2.39], [1.18, 4.84, 0.75]],
  "nbo_charge": [-0.634, -0.101, -0.029, -0.542, 0.128, -0.241, -0.220, -0.233, -0.217, -0.028, 0.224, 0.223, 0.213, 0.210, 0.404, 0.209, 0.214, 0.209, 0.210, -0.612, -0.200, -0.603, -0.614, 0.198, 0.206, 0.209, 0.186, 0.193, 0.213, 0.207, 0.208, 0.205, 0.204]
}

Model ii:
{
  "formula": "C13H19N",
  "method": "the ωB97M-V functional and the def2-TZVPD basis",
  "lumo_energy_ev": 0.702,
  "multiplicity": 1,
  "homo_ev": -8.059,
  "gap_ev": 8.76,
  "elements": ["C", "C", "C", "N", "C", "C", "C", "C", "C", "C", "H", "H", "H", "H", "H", "H", "H", "H", "H", "C", "C", "C", "C", "H", "H", "H", "H", "H", "H", "H", "H", "H", "H"],
  "xyz": [[3.77, 0.20, 0.69], [2.62, -0.75, 0.41], [1.64, -1.17, 1.26], [0.82, -2.14, 0.66], [1.05, -2.06, -0.74], [0.33, -2.58, -1.82], [0.89, -2.44, -3.06], [2.09, -1.70, -3.29], [2.70, -1.06, -2.17], [2.24, -1.35, -0.90], [4.75, -0.28, 0.44], [3.83, 0.61, 1.71], [3.57, 1.14, 0.04], [1.61, -1.10, 2.34], [-0.07, -2.09, 1.10], [-0.60, -3.16, -1.68], [0.33, -2.72, -3.87], [2.29, -1.45, -4.37], [3.60, -0.41, -2.32], [-2.18, 3.09, 0.58], [-2.39, 1.58, 0.99], [-2.37, 1.38, 2.55], [-3.59, 0.91, 0.31], [-2.05, 3.71, 1.42], [-3.11, 3.46, 0.13], [-1.42, 3.18, -0.14], [-1.57, 0.95, 0.67], [-3.35, 1.60, 3.01], [-2.28, 0.46, 2.78], [-1.51, 2.00, 3.03], [-3.85, 1.37, -0.73], [-3.29, -0.04, 0.08], [-4.49, 0.88, 0.87]],
  "nbo_charge": [-0.636, -0.077, -0.029, -0.551, 0.143, -0.234, -0.213, -0.233, -0.191, -0.097, 0.223, 0.226, 0.217, 0.204, 0.391, 0.217, 0.204, 0.218, 0.217, -0.606, -0.207, -0.577, -0.598, 0.205, 0.202, 0.212, 0.187, 0.196, 0.184, 0.201, 0.201, 0.200, 0.202]
}

Stability check: which of them is most stable? model i.